{
  "formula": "C24H22AsAuF6N3O12S3",
  "method": "ωB97M-V with the def2-TZVPD basis set",
  "spin_multiplicity": 3,
  "total_charge": 1,
  "homo_lumo_gap_ev": [8.46, 5.70],
  "e_lumo_ev": [-3.65, -7.08],
  "elements": ["Au", "F", "C", "F", "F", "S", "O", "O", "N", "S", "O", "O", "C", "F", "F", "F", "C", "As", "C", "C", "O", "H", "H", "H", "H", "H", "H", "H", "H", "H", "O", "S", "C", "C", "C", "C", "C", "C", "C", "C", "C", "C", "C", "C", "H", "H", "H", "H", "H", "H", "H", "H", "H", "H", "O", "C", "O", "C", "C", "C", "C", "C", "C", "N", "O", "O", "N", "O", "O", "H", "H", "H"],
  "coordinates": [[-0.5654, -0.7170, 1.2383], [-1.0314, -4.0315, 0.6529], [-2.2229, -4.3271, 1.2093], [-3.1314, -4.3559, 0.2383], [-2.1417, -5.5041, 1.7894], [-2.6811, -3.0055, 2.3923], [-2.5539, -1.7810, 1.5810], [-4.0053, -3.2826, 2.8366], [-1.5397, -3.1798, 3.4351], [-0.8074, -2.0041, 4.1891], [-1.0642, -1.9234, 5.5813], [-0.8967, -0.7321, 3.4454], [0.9354, -2.5755, 4.0122], [1.7485, -1.6098, 4.3993], [1.1938, -2.8786, 2.7323], [1.1152, -3.6541, 4.7515], [-0.4668, -2.8524, -2.4572], [0.9226, -1.9075, -1.5513], [1.9955, -3.1136, -0.5391], [2.0480, -1.1488, -2.8870], [0.3565, -0.5643, -0.6854], [-0.0180, -3.6533, -3.0427], [-0.9668, -2.1431, -3.1131], [-1.1795, -3.2618, -1.7449], [2.3116, -3.9036, -1.2204], [1.4396, -3.5401, 0.2926], [2.8705, -2.5732, -0.1807], [1.4449, -0.5090, -3.5281], [2.5310, -1.9275, -3.4744], [2.8027, -0.5500, -2.3781], [-2.3870, -0.7615, -0.9496], [-3.2516, 0.4102, -1.2669], [-2.3425, 1.5977, -2.1585], [-2.7636, 1.9037, -3.4501], [-1.9789, 2.7638, -4.1994], [-0.8066, 3.2799, -3.6564], [-0.4113, 2.9584, -2.3611], [-1.1726, 2.0980, -1.5902], [-3.9106, 1.0931, 0.1909], [-4.6539, 0.2136, 0.9809], [-5.1147, 0.6703, 2.2003], [-4.8683, 1.9841, 2.5841], [-4.1681, 2.8580, 1.7567], [-3.6911, 2.4284, 0.5327], [-3.6754, 1.4862, -3.8574], [-2.2814, 3.0297, -5.2027], [-0.1872, 3.9364, -4.2534], [0.4936, 3.3758, -1.9391], [-0.8441, 1.8345, -0.5927], [-4.8441, -0.8030, 0.6649], [-5.6670, 0.0007, 2.8449], [-5.2407, 2.3394, 3.5356], [-3.9870, 3.8773, 2.0681], [-3.1472, 3.1002, -0.1140], [0.5763, 1.9671, 1.0867], [1.4920, 1.1688, 1.2212], [1.3800, -0.0349, 1.6927], [2.8676, 1.5074, 0.7319], [3.1317, 2.7890, 0.2707], [4.3383, 3.0359, -0.3496], [5.2999, 2.0626, -0.5390], [4.9866, 0.7971, -0.0894], [3.8008, 0.4984, 0.5475], [5.9174, -0.3085, -0.3849], [5.4236, -1.4134, -0.5206], [7.0889, -0.0451, -0.4895], [4.5844, 4.3844, -0.9109], [3.6588, 5.1672, -0.8913], [5.6858, 4.6092, -1.3537], [2.4018, 3.5769, 0.3859], [6.2357, 2.2788, -1.0335], [3.5882, -0.5054, 0.8835]]
}



{
  "formula": "H20O10",
  "method": "ωB97M-V with the def2-TZVPD basis set",
  "homo_lumo_gap_ev": 8.34,
  "e_lumo_ev": -1.76,
  "elements": ["O", "H", "H", "H", "O", "H", "O", "H", "H", "O", "H", "H", "O", "H", "H", "O", "H", "H", "O", "H", "H", "O", "H", "H", "O", "H", "H", "O", "H", "H"],
  "coordinates": [[1.6476, -0.6777, -1.9336], [1.0270, -0.0825, -1.3732], [1.5935, -1.4893, -1.5338], [2.5038, -0.2385, -2.0052], [0.0554, -0.0201, 0.1905], [-0.5083, 0.5441, 0.6913], [-0.6601, -0.8308, 3.8635], [-0.5081, -1.3358, 2.9330], [-0.3669, -0.0304, 3.9218], [1.8763, 1.9981, 0.8246], [1.3755, 1.2097, 0.4763], [2.0813, 1.8020, 1.7772], [-1.3237, 0.0797, -2.9105], [-1.0077, -0.5390, -3.4099], [-1.2699, -0.5745, -2.1277], [-0.4032, 1.9608, -0.9529], [-0.6329, 1.4215, -1.8300], [0.1364, 1.5288, -0.2879], [-2.0942, 3.3073, 0.7227], [-2.7006, 3.6687, 0.1325], [-1.5980, 2.7315, 0.0744], [-1.0080, -2.0241, 1.3840], [-0.4829, -2.7970, 1.3218], [-0.5427, -1.3385, 0.8568], [-1.5242, -1.3401, -1.4375], [-0.8898, -0.7390, -0.9833], [-1.6023, -2.3921, -1.1079], [2.3289, -1.3102, 1.2528], [1.4786, -1.0388, 0.8766], [3.0193, -1.4537, 0.5936]]
}



{
  "formula": "C45H51ClPS4SbY",
  "method": "ωB97M-V with the def2-TZVPD basis set",
  "total_charge": -1,
  "homo_lumo_gap_ev": 4.33,
  "e_lumo_ev": 1.84,
  "elements": ["Y", "Cl", "C", "C", "C", "C", "C", "C", "P", "C", "C", "C", "C", "C", "C", "C", "C", "C", "C", "C", "C", "H", "H", "H", "H", "H", "H", "H", "H", "H", "H", "H", "H", "H", "H", "S", "S", "S", "S", "C", "C", "C", "C", "Sb", "C", "C", "C", "C", "C", "C", "C", "C", "H", "H", "H", "H", "H", "H", "H", "H", "H", "H", "H", "H", "H", "H", "H", "H", "H", "H", "H", "H", "H", "H", "H", "H", "H", "H", "H", "C", "C", "C", "C", "C", "C", "C", "C", "C", "C", "C", "C", "C", "C", "C", "H", "H", "H", "H", "H", "H", "H", "H", "H", "H"],
  "coordinates": [[-0.4762, -0.4576, 1.7249], [-2.0956, -2.5063, 3.2579], [-2.8881, -3.7615, 2.3478], [-3.5810, -4.7152, 3.0817], [-4.2806, -5.7083, 2.4177], [-4.2909, -5.7540, 1.0272], [-3.5927, -4.8020, 0.3125], [-2.8745, -3.7882, 0.9560], [-2.0129, -2.4909, 0.0038], [-1.2354, -3.3953, -1.3602], [-1.0428, -2.7204, -2.5655], [-0.3218, -3.3119, -3.5879], [0.2176, -4.5799, -3.4161], [0.0273, -5.2551, -2.2213], [-0.6961, -4.6677, -1.1954], [-3.3896, -1.5879, -0.7736], [-3.6992, -0.3180, -0.2961], [-4.7642, 0.3963, -0.8292], [-5.5227, -0.1610, -1.8453], [-5.2158, -1.4239, -2.3370], [-4.1545, -2.1326, -1.8066], [-3.5687, -4.6604, 4.1590], [-4.8285, -6.4441, 2.9888], [-4.8428, -6.5237, 0.5074], [-3.5984, -4.8390, -0.7693], [-1.4518, -1.7275, -2.7029], [-0.1700, -2.7748, -4.5139], [0.7907, -5.0356, -4.2121], [0.4531, -6.2391, -2.0784], [-0.8249, -5.1977, -0.2616], [-3.0959, 0.1778, 0.4599], [-4.9619, 1.3947, -0.4653], [-6.3462, 0.3972, -2.2690], [-5.7991, -1.8522, -3.1410], [-3.9094, -3.1072, -2.2098], [1.3930, -1.7514, 3.2515], [1.3308, -0.0421, 4.4449], [-0.5215, -0.0458, 5.3161], [-1.7220, 0.8008, 3.8344], [3.6998, 0.6075, -2.8334], [2.4298, 0.4509, -2.0141], [1.4990, -0.5471, -2.6979], [1.6976, 1.7972, -1.9856], [2.6364, -0.2063, 0.0777], [3.4478, -2.2401, -0.1714], [2.2357, -3.1692, -0.2824], [4.3229, -2.4353, -1.4054], [4.2446, -2.6760, 1.0563], [4.3485, 0.9203, 0.8326], [4.4281, 0.6713, 2.3389], [5.6868, 0.5885, 0.1828], [4.0630, 2.4104, 0.6272], [3.4299, 0.9012, -3.8530], [4.2888, -0.3087, -2.8988], [4.3410, 1.3942, -2.4373], [1.2248, -0.1597, -3.6858], [0.5711, -0.6611, -2.1338], [1.9473, -1.5315, -2.8399], [1.4691, 2.1000, -3.0133], [2.2997, 2.5881, -1.5451], [0.7525, 1.7423, -1.4404], [1.5874, -2.9280, -1.1277], [1.6315, -3.1456, 0.6306], [2.5731, -4.2018, -0.4173], [3.7768, -2.2685, -2.3355], [4.6837, -3.4691, -1.4233], [5.1976, -1.7839, -1.4086], [3.6816, -2.5609, 1.9793], [5.1859, -2.1344, 1.1628], [4.4983, -3.7349, 0.9427], [4.5966, -0.3731, 2.5923], [3.5143, 0.9866, 2.8440], [5.2556, 1.2574, 2.7497], [6.0080, -0.4374, 0.3720], [6.4524, 1.2488, 0.6037], [5.6788, 0.7457, -0.8956], [3.0843, 2.7121, 1.0056], [4.1238, 2.6987, -0.4222], [4.8148, 2.9931, 1.1685], [-0.8157, 1.3603, 0.5233], [-1.1020, 2.5634, 0.6561], [-1.4647, 3.8766, 0.8722], [-0.4208, 4.8842, 0.9553], [0.7701, 4.7338, 0.2305], [1.8149, 5.6291, 0.3523], [1.7085, 6.7291, 1.1936], [0.5356, 6.8967, 1.9212], [-0.5023, 5.9913, 1.8127], [-2.8756, 4.1858, 1.0246], [-3.4082, 5.4712, 0.8175], [-4.7624, 5.7241, 0.9190], [-5.6623, 4.7154, 1.2386], [-5.1575, 3.4374, 1.4552], [-3.8075, 3.1789, 1.3492], [0.8584, 3.8866, -0.4369], [2.7187, 5.4712, -0.2248], [2.5227, 7.4350, 1.2885], [0.4363, 7.7339, 2.6019], [-1.3841, 6.1193, 2.4259], [-2.7461, 6.2815, 0.5426], [-5.1206, 6.7314, 0.7372], [-6.7205, 4.9191, 1.3264], [-5.8271, 2.6301, 1.7325], [-3.4334, 2.1842, 1.5525]]
}



{
  "formula": "C15H15Cl2N3O2",
  "method": "ωB97M-V with the def2-TZVPD basis set",
  "smiles": "N#CC1=C(C#N)C(=O)C(Cl)=C(Cl)C1=O.CC(C)[C@@H]1CCCN1",
  "homo_lumo_gap_ev": 5.98,
  "e_lumo_ev": -3.00,
  "elements": ["N", "C", "C", "C", "C", "N", "C", "O", "C", "Cl", "C", "Cl", "C", "O", "C", "C", "C", "C", "C", "C", "C", "N", "H", "H", "H", "H", "H", "H", "H", "H", "H", "H", "H", "H", "H", "H", "H"],
  "coordinates": [[-1.5505, -3.2943, 2.1148], [-0.5334, -2.7194, 2.1920], [0.6971, -2.0145, 2.2285], [0.7314, -0.6709, 1.9437], [-0.4233, 0.1361, 2.1031], [-1.3518, 0.8245, 2.2970], [2.0085, 0.0656, 1.8645], [2.0367, 1.2102, 1.4074], [3.2189, -0.6828, 2.2920], [4.6535, 0.2217, 2.4301], [3.1887, -2.0302, 2.5184], [4.5896, -2.9210, 2.8817], [1.9244, -2.8126, 2.4103], [1.8838, -4.0391, 2.4462], [-2.2309, 2.7520, -1.6995], [-2.1191, 1.2706, -1.3572], [-3.1128, 0.9032, -0.2668], [-0.6547, 0.9416, -0.9981], [0.3058, 1.1970, -2.1800], [1.2815, 0.0162, -2.1956], [0.6598, -1.0684, -1.3075], [-0.3273, -0.3888, -0.4886], [-1.8665, 3.3643, -0.8643], [-1.6544, 3.0101, -2.5933], [-3.2754, 3.0217, -1.8851], [-2.3545, 0.6839, -2.2603], [-2.8236, 1.3329, 0.7007], [-4.1032, 1.2848, -0.5398], [-3.1961, -0.1825, -0.1519], [-0.3738, 1.6123, -0.1677], [-0.2549, 1.2478, -3.1227], [0.8140, 2.1546, -2.0278], [1.4626, -0.3565, -3.2081], [2.2328, 0.3265, -1.7513], [0.2085, -1.8759, -1.9137], [1.4115, -1.5470, -0.6629], [-1.1031, -0.9740, -0.1883]]
}



Repeat the second record exactly.
{
  "formula": "H20O10",
  "method": "ωB97M-V with the def2-TZVPD basis set",
  "homo_lumo_gap_ev": 8.34,
  "e_lumo_ev": -1.76,
  "elements": ["O", "H", "H", "H", "O", "H", "O", "H", "H", "O", "H", "H", "O", "H", "H", "O", "H", "H", "O", "H", "H", "O", "H", "H", "O", "H", "H", "O", "H", "H"],
  "coordinates": [[1.6476, -0.6777, -1.9336], [1.0270, -0.0825, -1.3732], [1.5935, -1.4893, -1.5338], [2.5038, -0.2385, -2.0052], [0.0554, -0.0201, 0.1905], [-0.5083, 0.5441, 0.6913], [-0.6601, -0.8308, 3.8635], [-0.5081, -1.3358, 2.9330], [-0.3669, -0.0304, 3.9218], [1.8763, 1.9981, 0.8246], [1.3755, 1.2097, 0.4763], [2.0813, 1.8020, 1.7772], [-1.3237, 0.0797, -2.9105], [-1.0077, -0.5390, -3.4099], [-1.2699, -0.5745, -2.1277], [-0.4032, 1.9608, -0.9529], [-0.6329, 1.4215, -1.8300], [0.1364, 1.5288, -0.2879], [-2.0942, 3.3073, 0.7227], [-2.7006, 3.6687, 0.1325], [-1.5980, 2.7315, 0.0744], [-1.0080, -2.0241, 1.3840], [-0.4829, -2.7970, 1.3218], [-0.5427, -1.3385, 0.8568], [-1.5242, -1.3401, -1.4375], [-0.8898, -0.7390, -0.9833], [-1.6023, -2.3921, -1.1079], [2.3289, -1.3102, 1.2528], [1.4786, -1.0388, 0.8766], [3.0193, -1.4537, 0.5936]]
}